Here is C27H22N8O2STi as an isolated structure from OMol25. Energies are from ωB97M-V/def2-TZVPD.

As for the energy relative to the best compared isomer or geometry (same formula, charge and spin): 421.7 kJ/mol. As for the LUMO energy: -0.241 hartree. The orbital gap comes out at 6.3888 eV. The value obtained for the HOMO energy is -12.94 eV.

The geometry in ORCA input format:
```
! RIJCOSX wB97M-V def2-TZVPD def2/J DEFGRID3
* xyz 2 1
Ti 0.80566 -0.59155 0.29578
C 4.09533 0.85495 -2.45070
C 4.45655 1.31985 -1.17661
C 3.99830 0.69335 -0.04398
C 3.19409 -0.45606 -0.18140
C 2.84728 -0.93123 -1.44929
C 3.28991 -0.25165 -2.59027
N 2.50873 -1.03521 0.89575
C 2.87550 -1.06702 2.25135
C 4.12891 -1.30061 2.78615
C 4.23301 -1.34618 4.17126
C 3.11207 -1.16834 4.97534
C 1.85444 -0.93181 4.43230
C 1.75280 -0.87225 3.05354
N 0.61632 -0.61907 2.25649
N -0.56499 -0.51409 2.94781
C -1.57503 -0.37205 2.18262
C -2.99412 -0.27790 2.51187
C -3.92652 -0.72864 1.66409
C -3.64057 -1.52707 0.40966
C -2.64046 -0.88932 -0.67252
N -1.27322 -0.44809 0.79531
H 4.46846 1.36636 -3.32754
H 5.09091 2.19156 -1.08893
H 4.24144 1.05842 0.94530
H 2.31232 -1.87285 -1.54294
H 3.02931 -0.62629 -3.57049
H 4.98841 -1.45623 2.14764
H 5.19490 -1.53061 4.62881
H 3.22006 -1.20967 6.05044
H 0.98989 -0.78513 5.06280
H -3.27379 0.18747 3.44707
H -4.97176 -0.59431 1.90792
H -4.54717 -1.93760 -0.02628
H -2.94330 -0.91721 -1.71493
N -3.06834 5.18605 -4.44239
C -2.57342 4.20912 -3.67824
C -2.83908 4.18661 -2.28320
C -2.33400 3.19584 -1.49686
C -1.55290 2.17870 -2.08155
C -1.27127 2.18744 -3.46113
C -1.78093 3.18008 -4.24585
S -0.82705 1.01517 -1.12024
O 0.14690 1.45840 -0.09959
O -0.20426 -0.08770 -1.84818
N -2.05225 0.34538 -0.13361
C -1.58963 -1.80727 0.04440
N -0.33107 -2.40197 -0.15185
C -0.19000 -3.63507 0.31543
C -1.20709 -4.39408 0.91552
C -2.43965 -3.80945 1.08731
N -2.60082 -2.56445 0.64177
H -3.62253 5.92767 -4.04979
H -2.88337 5.22353 -5.43012
H -3.44697 4.96791 -1.84716
H -2.53696 3.18757 -0.43361
H -0.66376 1.40353 -3.89388
H -1.58159 3.18841 -5.30889
H 0.80763 -4.05230 0.23210
H -1.01943 -5.40140 1.24755
H -3.29189 -4.30168 1.53864
*
```

Here is one molecule with the formula C18H21N3O7 at a distorted geometry from OMol25. Energies are from ωB97M-V/def2-TZVPD.

As for the energy relative to the best compared isomer or geometry (same formula, charge and spin): 1794.2 kJ/mol. As for the LUMO energy: 0.004 hartree. The orbital gap comes out at 7.8101 eV. The value obtained for the HOMO energy is -7.69 eV. As for the structure (SMILES): COc1ccccc1OCCC(=O)OCC(=O)c1c(N)n(C)c(=O)n(C)c1=O.

The geometry in ORCA input format:
```
! RIJCOSX wB97M-V def2-TZVPD def2/J DEFGRID3
* xyz 0 1
C -0.22664 -0.90775 2.68322
O -1.41548 -0.71916 2.03927
C -1.73747 -1.29474 0.76925
C -0.85123 -2.20359 -0.06905
C -1.22462 -2.58718 -1.13273
C -2.47591 -2.33444 -1.60167
C -3.32109 -1.40737 -1.20356
C -3.07594 -0.91708 0.09394
O -3.98503 -0.26643 0.79158
C -3.74893 1.22043 1.39871
C -3.37658 2.15357 0.22032
C -1.90019 1.51940 -0.36600
O -0.90315 1.61476 0.44430
O -1.97099 1.59875 -1.70330
C -0.83295 1.15932 -2.10582
C 0.48718 1.68501 -1.52526
O 0.42022 3.01459 -1.37479
C 1.61186 1.09273 -1.13758
C 2.27769 1.51033 0.08940
N 2.26326 2.74971 0.21317
N 3.04462 0.65444 0.84062
C 3.86468 0.94284 1.77573
C 3.22890 -0.57364 0.08902
O 3.99911 -1.47157 0.98047
N 2.56989 -1.33305 -0.78526
C 2.81120 -2.56614 -1.11676
C 1.70890 -0.20483 -1.57149
O 1.06866 -0.88775 -2.41373
H 0.17399 -1.95884 2.75361
H -0.18563 -0.54494 3.59869
H 0.47738 -0.31602 1.84770
H 0.15710 -2.38158 0.57061
H -0.28302 -3.15573 -1.72500
H -2.72555 -2.50871 -2.82849
H -4.30306 -1.31676 -1.48993
H -3.03118 0.98933 2.36024
H -4.70625 1.30603 1.90307
H -4.12008 2.22698 -0.38803
H -3.11343 2.95677 0.96242
H -0.85547 1.55821 -2.99628
H -0.73065 0.14701 -2.19198
H 2.53027 3.15582 1.35420
H 1.60230 3.42065 -0.14822
H 4.54364 1.79065 1.49296
H 3.27687 1.63190 2.63405
H 4.48215 0.22265 1.99202
H 2.29579 -2.55411 -2.19791
H 2.32803 -3.23370 -0.57308
H 3.87689 -2.67675 -1.25266
*
```

Here is one molecule with the formula C5H11NO2 at a distorted geometry from OMol25. Energies are from ωB97M-V/def2-TZVPD.

As for the energy relative to the best compared isomer or geometry (same formula, charge and spin): 218.8 kJ/mol. As for the LUMO energy: 0.024 hartree. The orbital gap comes out at 10.1974 eV. The value obtained for the HOMO energy is -9.54 eV. As for the structure (SMILES): CC(=O)NCCCO.

The geometry in ORCA input format:
```
! RIJCOSX wB97M-V def2-TZVPD def2/J DEFGRID3
* xyz 0 1
C 2.10713 0.61902 0.45722
C 1.67926 -0.36495 -0.60408
O 2.31533 -0.41526 -1.71991
N 0.67694 -1.28833 -0.30426
C -0.38161 -1.01934 0.68964
C -0.97914 0.33679 0.85990
C -1.37318 0.69534 -0.67429
O -2.24724 -0.24844 -1.28805
H 2.44586 1.46437 -0.10926
H 2.92555 0.51803 1.18532
H 1.26651 0.97389 1.05086
H 0.25171 -1.72860 -1.15943
H -0.10168 -1.50474 1.58537
H -1.08312 -1.75457 0.26479
H -1.89916 0.35135 1.42850
H -0.43836 1.20198 1.14618
H -1.64032 1.72886 -0.79830
H -0.34315 0.62481 -1.00062
H -3.18133 -0.19023 -1.00960
*
```

Here is a 5-piece molecular cluster, C19H44FO15PS4 overall at a distorted geometry from OMol25. Energies are from ωB97M-V/def2-TZVPD.

As for the LUMO energy: 0.015 hartree. The orbital gap comes out at 9.0299 eV. The value obtained for the HOMO energy is -8.63 eV. As for the structure (SMILES): CP(O)[C@H]1CC(=O)O[C@@H]1CCF.CCOS(C)(=O)=O.CCOS(C)(=O)=O.CCOS(C)(=O)=O.CCOS(C)(=O)=O.

The geometry in ORCA input format:
```
! RIJCOSX wB97M-V def2-TZVPD def2/J DEFGRID3
* xyz 0 1
C -1.58152 1.53450 0.72618
P -1.48370 0.06272 1.81442
O -0.02722 0.30416 2.55603
C -1.08027 -1.35379 0.65510
C -1.79842 -2.63691 1.14587
C -2.50244 -3.13886 -0.10417
O -3.47071 -3.86385 -0.16495
O -1.87078 -2.59720 -1.17305
C -1.58135 -1.20539 -0.76158
C -0.66369 -0.59842 -1.78918
C 0.56697 -1.42016 -2.07753
F 1.38438 -0.70254 -2.95066
H -0.61220 1.81575 0.31759
H -2.31008 1.39477 -0.06441
H -1.91899 2.35142 1.35467
H 0.65807 0.53197 1.92174
H -0.00442 -1.48952 0.67336
H -1.03113 -3.35695 1.40707
H -2.45484 -2.47046 1.98745
H -2.55197 -0.73230 -0.85501
H -0.37051 0.39641 -1.46105
H -1.20322 -0.45710 -2.72144
H 1.15261 -1.61675 -1.18237
H 0.32368 -2.37110 -2.53736
C -6.23437 2.69936 -3.67022
C -6.30144 2.11958 -2.27202
O -6.82759 0.77336 -2.25631
S -5.84937 -0.40504 -2.67816
C -6.80870 -1.74087 -2.05893
O -4.64200 -0.28751 -1.91638
O -5.78238 -0.48300 -4.10190
H -5.49078 2.18695 -4.27856
H -5.96763 3.75488 -3.61852
H -7.19722 2.60243 -4.17047
H -5.32576 2.13141 -1.78431
H -6.98796 2.69162 -1.65199
H -6.88674 -1.64639 -0.98001
H -6.28362 -2.65595 -2.32348
H -7.78722 -1.71266 -2.52963
C 4.03073 0.86630 -2.35545
C 4.47159 0.83337 -0.90790
O 4.93975 2.11895 -0.43114
S 3.83131 3.19090 -0.05444
C 4.86555 4.27234 0.87061
O 2.87447 2.57397 0.81466
O 3.38837 3.85952 -1.23602
H 3.13508 1.47057 -2.48737
H 3.80824 -0.14432 -2.69008
H 4.81186 1.28528 -2.98956
H 3.66970 0.48112 -0.25768
H 5.31440 0.15465 -0.79189
H 5.23138 3.74373 1.74588
H 4.25417 5.12188 1.16472
H 5.68393 4.59793 0.23500
C 9.38016 -3.71386 -2.85676
C 10.11307 -3.07253 -1.69603
O 9.96289 -1.63481 -1.67449
S 8.59779 -1.04857 -1.11351
C 9.13072 0.61588 -0.91423
O 8.33695 -1.62994 0.16706
O 7.60154 -1.09970 -2.13800
H 8.30081 -3.62723 -2.74252
H 9.63538 -4.77192 -2.91372
H 9.65484 -3.23334 -3.79511
H 9.78956 -3.48304 -0.73879
H 11.18484 -3.23686 -1.78173
H 9.91672 0.64429 -0.16550
H 8.26585 1.18765 -0.58433
H 9.48505 0.98546 -1.87222
C -6.16752 1.20454 7.18106
C -5.26693 0.11789 6.62918
O -5.72478 -0.38485 5.35535
S -5.41945 0.49913 4.06861
C -5.74486 -0.74111 2.86295
O -4.02948 0.82879 4.05633
O -6.40254 1.53208 3.95899
H -6.11432 2.10919 6.57750
H -5.86517 1.45214 8.19867
H -7.20518 0.87250 7.19174
H -4.23585 0.46019 6.53202
H -5.26745 -0.74967 7.28551
H -5.02315 -1.54412 2.98054
H -5.63490 -0.27099 1.88805
H -6.76061 -1.10200 2.99828
*
```

Here is a 2-piece molecular cluster, C4H11NO overall at a distorted geometry from OMol25. Energies are from ωB97M-V/def2-TZVPD.

As for the energy relative to the best compared isomer or geometry (same formula, charge and spin): 294.8 kJ/mol. Its expectation value of S² is 0.766. As for the LUMO energy (spin up / spin down): -0.156 / -0.374 hartree. The orbital gap (spin up / spin down) comes out at 10.1436 / 4.2166 eV. The value obtained for the HOMO energy (spin up / spin down) is -14.39 / -14.39 eV.

The geometry in ORCA input format:
```
! RIJCOSX wB97M-V def2-TZVPD def2/J DEFGRID3
* xyz 1 2
C -0.73949 1.65525 1.20143
C 0.46278 1.24695 2.08914
O 0.50800 1.02661 3.19084
N 1.63365 1.33641 1.23857
H -1.60380 2.11235 1.65478
H -1.25202 0.71682 0.83035
H 2.48231 1.21445 1.69432
H 1.69002 1.91455 0.41134
H -0.42875 2.11372 0.27597
C 0.05665 -1.85238 -0.90262
C -0.68664 -1.46846 -2.24132
H -0.01291 -1.11833 -0.10267
H -0.44889 -2.78581 -0.55803
H 1.12424 -1.90910 -1.25930
H -1.73725 -1.16335 -1.91551
H -0.18733 -0.69183 -2.76004
H -0.86056 -2.34786 -2.84725
*
```

Here is one molecule with the formula C14H23NO3S from OMol25. Energies are from ωB97M-V/def2-TZVPD.

As for the energy relative to the best compared isomer or geometry (same formula, charge and spin): 9.0 kJ/mol. As for the LUMO energy: 0.016 hartree. The orbital gap comes out at 9.2321 eV. The value obtained for the HOMO energy is -8.81 eV. As for the structure (SMILES): CCSCC[C@@H](NC1=CC(=O)CC(C)(C)C1)C(=O)O.

The geometry in ORCA input format:
```
! RIJCOSX wB97M-V def2-TZVPD def2/J DEFGRID3
* xyz 0 1
C -1.68688 0.18637 2.56584
C -1.11106 -0.35731 3.86158
S -0.13689 -1.89091 3.62037
C 1.57691 -1.26165 3.61927
C 1.89455 -0.34103 2.44872
C 1.55337 -1.00524 1.11392
N 1.33449 -0.00988 0.08706
C 0.45305 -0.09694 -0.94453
C -0.45682 -1.08930 -1.09740
C -1.41493 -1.12656 -2.17976
O -2.24153 -2.01399 -2.28376
C -1.31097 -0.01626 -3.20959
C -0.79964 1.30140 -2.62562
C -0.59418 2.32272 -3.74597
C -1.80493 1.85677 -1.61452
C 0.54441 1.02333 -1.93849
C 2.66878 -1.96482 0.66023
O 3.71514 -2.08173 1.22827
O 2.39611 -2.63232 -0.46377
H -2.31944 1.04663 2.77753
H -2.29144 -0.57382 2.07699
H -0.90401 0.49567 1.87792
H -0.46109 0.36330 4.35589
H -1.91428 -0.63453 4.54357
H 2.19553 -2.15703 3.57484
H 1.74983 -0.75689 4.56957
H 2.96050 -0.10346 2.47784
H 1.32768 0.58757 2.53971
H 0.62979 -1.58275 1.24855
H 2.04247 0.70664 0.02864
H -0.56196 -1.89291 -0.38183
H -2.28921 0.11426 -3.67455
H -0.62332 -0.36564 -3.98635
H -1.53565 2.52143 -4.25169
H -0.21797 3.26149 -3.34456
H 0.11702 1.95452 -4.48238
H -1.97921 1.14788 -0.80901
H -1.44095 2.78835 -1.18539
H -2.75571 2.05516 -2.10265
H 0.90188 1.92980 -1.44282
H 1.28415 0.75027 -2.69908
H 1.50643 -2.45857 -0.81260
*
```

Here is one molecule with the formula C20H27ClN4O3S at a distorted geometry from OMol25. Energies are from ωB97M-V/def2-TZVPD.

As for the LUMO energy: 0.020 hartree. The orbital gap comes out at 9.0239 eV. The value obtained for the HOMO energy is -8.48 eV. As for the structure (SMILES): Cc1ccc(S(=O)(=O)N2CCN(C(=O)C[C@@H](C)n3nc(C)c(Cl)c3C)CC2)cc1.

The geometry in ORCA input format:
```
! RIJCOSX wB97M-V def2-TZVPD def2/J DEFGRID3
* xyz 0 1
C 7.65004 0.61978 0.01385
C 6.21886 0.18038 0.01961
C 5.54344 0.01244 1.22644
C 4.21752 -0.37795 1.24406
C 3.56239 -0.60382 0.04877
S 1.83575 -1.05131 0.08817
O 1.58405 -1.88902 1.21930
O 1.45248 -1.50697 -1.22132
N 1.15810 0.45134 0.39716
C 0.75532 1.23118 -0.74807
C -0.76365 1.28704 -0.91718
N -1.38771 1.77545 0.30225
C -2.70709 2.02387 0.46293
O -3.15402 2.40585 1.53279
C -3.64272 1.76559 -0.70347
C -4.48790 0.52159 -0.36302
C -5.53349 0.24839 -1.43776
N -3.61263 -0.62049 -0.23764
N -3.04942 -1.13943 -1.33597
C -2.22296 -2.09169 -0.94015
C -1.41143 -2.89965 -1.88273
C -2.25054 -2.16880 0.46632
Cl -1.32317 -3.22141 1.45920
C -3.15046 -1.20676 0.89165
C -3.58851 -0.86023 2.26635
C -0.53193 1.83012 1.47234
C 0.29793 0.55833 1.56504
C 4.21112 -0.44623 -1.15890
C 5.53931 -0.05521 -1.17018
H 7.71305 1.68379 0.24196
H 8.10666 0.45150 -0.95765
H 8.21941 0.08408 0.77014
H 6.06593 0.18743 2.15545
H 3.68207 -0.52805 2.16773
H 1.19063 0.75624 -1.62771
H 1.16573 2.24405 -0.65631
H -0.99274 1.95915 -1.75071
H -1.12489 0.28294 -1.16431
H -3.12851 1.59860 -1.64514
H -4.30922 2.62419 -0.79309
H -4.96918 0.68126 0.60623
H -6.13746 -0.61136 -1.15945
H -6.18289 1.11025 -1.56072
H -5.03634 0.02994 -2.37843
H -0.36054 -2.62147 -1.79742
H -1.74819 -2.72249 -2.90008
H -1.50378 -3.95707 -1.64308
H -4.63288 -1.13473 2.41737
H -2.98036 -1.41468 2.97595
H -3.48321 0.20622 2.46018
H 0.12377 2.70616 1.42539
H -1.18146 1.92932 2.34456
H -0.36056 -0.31413 1.63561
H 0.92966 0.57956 2.45709
H 3.67257 -0.64774 -2.07131
H 6.05404 0.06465 -2.11212
*
```

Here is C34H30IrN5O2S2 as an isolated structure at a distorted geometry from OMol25. Energies are from ωB97M-V/def2-TZVPD.

As for the energy relative to the best compared isomer or geometry (same formula, charge and spin): 109.0 kJ/mol. As for the LUMO energy (spin up / spin down): -0.283 / -0.283 hartree. The orbital gap (spin up / spin down) comes out at 3.9976 / 3.9959 eV. The value obtained for the HOMO energy (spin up / spin down) is -11.69 / -11.69 eV.

The geometry in ORCA input format:
```
! RIJCOSX wB97M-V def2-TZVPD def2/J DEFGRID3
* xyz 2 1
Ir 1.61981 0.52256 -0.81522
C -4.91770 -1.21355 -4.81305
O -4.60217 -2.59925 -4.85394
C -3.37988 -2.98605 -5.19347
C -3.14956 -4.37413 -5.20077
C -1.90033 -4.86986 -5.45639
C -0.82414 -3.98988 -5.66353
C -1.08081 -2.60833 -5.77795
C -2.34072 -2.11106 -5.55227
N 0.43291 -4.51839 -5.79750
N 1.49281 -3.89721 -5.66267
C 1.84332 -2.88825 -4.84030
C 2.74516 -1.91271 -5.29882
C 2.93890 -0.74250 -4.60202
C 2.29881 -0.51745 -3.36793
O 2.35388 0.60775 -2.71089
C 1.60201 -1.59361 -2.78644
N 1.21535 -1.41088 -1.49290
C 0.60276 -2.40145 -0.85144
C 0.35361 -3.62437 -1.45532
C 0.74039 -3.82680 -2.77111
C 1.35798 -2.79401 -3.47773
H -5.93161 -1.15022 -4.43199
H -4.88337 -0.77428 -5.81148
H -4.24008 -0.67636 -4.14578
H -3.98877 -5.02367 -4.99219
H -1.71592 -5.93632 -5.45682
H -0.28420 -1.94444 -6.09083
H -2.52818 -1.05299 -5.67215
H 3.21699 -2.05670 -6.26093
H 3.57682 0.03731 -4.99746
H 0.32613 -2.21912 0.17888
H -0.12389 -4.41159 -0.89162
H 0.59566 -4.79441 -3.23234
S -0.16299 1.76344 0.17984
C 0.57794 2.55644 1.48770
N 0.00465 3.62266 2.01224
C 0.64410 4.31356 3.13257
C 1.31514 3.29293 4.01653
N 2.26347 2.52388 3.21072
C 3.55296 2.17559 3.82442
C 3.42463 1.07598 4.85836
C 3.08469 1.38518 6.17227
C 2.99946 0.38500 7.12811
C 3.26479 -0.93160 6.77943
C 3.60659 -1.24603 5.47220
C 3.68162 -0.24743 4.51314
C 1.86953 2.08260 2.03455
S 2.83476 0.99408 1.15327
C -1.26773 4.14137 1.50559
C -2.44841 3.29194 1.94319
C -3.39248 2.87984 1.01233
C -4.49707 2.14562 1.41763
C -4.65696 1.80501 2.75197
C -3.70642 2.19888 3.68335
C -2.60898 2.94261 3.28075
H -0.11390 4.85463 3.69291
H 1.37279 5.03542 2.74948
H 0.56993 2.61632 4.44434
H 1.84823 3.78180 4.82661
H 3.93456 3.08051 4.29873
H 4.24326 1.87761 3.03960
H 2.91513 2.41483 6.46758
H 2.74691 0.63808 8.14883
H 3.22652 -1.70789 7.53138
H 3.83640 -2.26793 5.20228
H 3.96978 -0.49460 3.49907
H -1.22859 4.18425 0.41570
H -1.37925 5.15795 1.88158
H -3.27334 3.15184 -0.03011
H -5.23570 1.84052 0.68859
H -5.52279 1.23936 3.06786
H -3.82461 1.93271 4.72514
H -1.89061 3.26526 4.02664
*
```